Formula: C23H15BF3N6O6S
Source: OMol25
Level of theory: the ωB97M-V functional and the def2-TZVPD basis

Last column: natural (NBO) charge in e.
CARTESIAN COORDINATES (ANGSTROEM)
C (-1.102, -3.948, -0.662)  -0.650
C (-1.600, -2.632, -0.215)  -0.179
C (-1.591, -2.146, 1.088)  -0.275
C (-2.077, -0.815, 1.192)  -0.212
C (-2.439, -0.262, -0.033)  -0.264
B (2.541, -0.650, -0.259)  0.949
C (-3.117, 0.997, -0.259)  0.042
C (-3.596, 1.345, -1.537)  -0.213
C (-4.093, 2.614, -1.789)  -0.158
C (-4.141, 3.540, -0.751)  -0.172
C (-4.593, 4.947, -1.024)  0.981
F (-5.825, 5.203, -0.476)  -0.337
F (-3.725, 5.866, -0.490)  -0.329
F (-4.687, 5.215, -2.359)  -0.329
C (-3.777, 3.197, 0.547)  -0.161
C (-3.290, 1.922, 0.799)  -0.224
O (2.804, -1.183, 1.111)  -0.678
C (3.019, -2.492, 0.931)  0.324
C (2.991, -2.837, -0.455)  0.236
C (3.179, -4.152, -0.863)  -0.273
C (3.399, -5.121, 0.119)  -0.251
C (3.415, -4.785, 1.476)  -0.241
C (3.217, -3.467, 1.899)  -0.307
O (2.743, -1.769, -1.224)  -0.645
S (-2.291, -1.472, -1.293)  0.453
H (-1.377, -4.715, 0.071)  0.225
H (-1.528, -4.202, -1.638)  0.219
H (-0.006, -3.929, -0.743)  0.249
H (-1.225, -2.747, 1.919)  0.229
H (-2.150, -0.264, 2.124)  0.221
H (-3.543, 0.626, -2.356)  0.222
H (-4.416, 2.884, -2.790)  0.231
H (-3.856, 3.923, 1.352)  0.226
H (-2.986, 1.645, 1.810)  0.214
H (3.144, -4.378, -1.925)  0.215
H (3.559, -6.156, -0.185)  0.202
H (3.584, -5.561, 2.224)  0.202
H (3.213, -3.178, 2.946)  0.215
O (3.991, 2.602, 2.633)  -0.355
N (2.792, 2.673, 2.314)  0.508
O (1.909, 3.166, 3.051)  -0.418
C (2.337, 2.125, 1.057)  -0.011
C (0.991, 2.039, 0.817)  -0.088
C (0.456, 1.139, -0.199)  -0.007
N (-0.333, 1.835, -1.174)  0.467
O (-0.575, 3.050, -0.952)  -0.410
O (-0.695, 1.251, -2.217)  -0.397
C (0.747, -0.199, -0.308)  -0.207
N (3.366, 0.599, -0.609)  -0.397
N (4.346, 0.672, -1.546)  -0.051
N (4.904, 1.852, -1.437)  -0.084
N (4.311, 2.573, -0.452)  -0.295
C (3.362, 1.781, 0.058)  0.294
H (0.311, 2.699, 1.351)  0.269
H (0.005, -0.921, -0.671)  0.229

Computed properties:
* net charge: -1
* gap between HOMO and LUMO: 0.24458 hartree
* largest force on an atom: 2.89 eV/A
* multiplicity: 1


Formula: C41H78F3NO19S7
Source: OMol25
Level of theory: the ωB97M-V functional and the def2-TZVPD basis

Last column: Mulliken charge in e.
CARTESIAN COORDINATES (ANGSTROEM)
C (1.872, -2.751, 4.657)  -0.820
O (0.735, -2.094, 4.126)  -0.318
C (0.213, -2.718, 2.973)  -1.911
C (-0.906, -1.881, 2.349)  2.699
C (-1.648, -1.152, 3.464)  -1.555
C (-2.803, -0.268, 2.967)  -0.291
C (-3.240, 0.727, 4.041)  -0.739
C (-2.335, 1.970, 4.139)  -0.809
N (-2.273, 2.773, 2.920)  -0.572
C (-1.860, -2.868, 1.611)  -1.940
O (-2.980, -3.270, 2.351)  -0.275
O (-2.602, -4.410, 3.141)  -0.406
O (-0.437, -0.991, 1.304)  -0.388
C (0.810, -0.465, 1.459)  0.387
O (1.748, -0.951, 0.898)  -0.553
C (0.970, 0.791, 2.292)  0.692
C (2.158, 0.741, 3.262)  0.226
C (3.464, 1.159, 2.648)  0.317
F (3.992, 0.489, 1.601)  -0.360
C (4.158, 2.228, 3.101)  0.117
F (4.465, 2.377, 4.390)  -0.272
F (4.563, 3.281, 2.397)  -0.138
H (2.581, -2.012, 5.011)  0.134
H (1.610, -3.418, 5.484)  0.239
H (2.381, -3.351, 3.905)  0.439
H (0.994, -2.962, 2.245)  0.634
H (-0.224, -3.679, 3.267)  0.741
H (-2.034, -1.851, 4.205)  0.527
H (-0.972, -0.499, 4.016)  0.587
H (-3.667, -0.906, 2.774)  0.343
H (-2.566, 0.223, 2.025)  0.235
H (-3.231, 0.244, 5.023)  0.339
H (-4.257, 1.066, 3.836)  0.432
H (-2.733, 2.590, 4.944)  0.410
H (-1.334, 1.637, 4.420)  0.270
H (-3.219, 3.051, 2.685)  0.211
H (-1.925, 2.216, 2.150)  0.333
H (-1.262, -3.731, 1.316)  0.632
H (-2.183, -2.382, 0.699)  0.535
H (-2.973, -4.180, 4.004)  0.327
H (1.142, 1.597, 1.572)  0.725
H (0.040, 1.018, 2.804)  -1.007
H (1.963, 1.475, 4.045)  0.407
H (2.241, -0.228, 3.756)  -0.476
O (-2.276, -2.753, -3.246)  -0.704
S (-2.008, -3.835, -2.332)  1.107
O (-2.454, -3.778, -0.961)  -0.571
C (-2.560, -5.362, -3.080)  -0.694
C (-1.350, -5.854, -3.869)  -0.317
C (-0.137, -5.634, -2.955)  -0.866
C (-0.251, -4.217, -2.377)  -0.510
H (-3.435, -5.164, -3.695)  0.218
H (-2.818, -6.050, -2.274)  0.359
H (-1.460, -6.898, -4.154)  0.390
H (-1.238, -5.269, -4.783)  0.158
H (-0.153, -6.366, -2.144)  0.332
H (0.800, -5.763, -3.492)  0.369
H (0.149, -4.143, -1.369)  0.256
H (0.227, -3.479, -3.018)  0.410
O (-5.156, 1.697, 1.034)  -0.467
S (-6.199, 2.508, 0.453)  1.057
O (-7.588, 2.216, 0.701)  -0.738
C (-5.871, 4.225, 0.849)  -0.771
C (-4.989, 4.713, -0.295)  -0.594
C (-5.609, 4.134, -1.576)  -0.649
C (-5.910, 2.655, -1.313)  -0.329
H (-5.397, 4.287, 1.826)  0.397
H (-6.828, 4.746, 0.865)  0.363
H (-4.939, 5.800, -0.324)  0.388
H (-3.973, 4.332, -0.170)  0.257
H (-6.537, 4.662, -1.804)  0.283
H (-4.947, 4.248, -2.433)  0.387
H (-6.794, 2.324, -1.842)  -0.032
H (-5.062, 2.021, -1.564)  0.422
O (5.729, -2.773, 6.778)  -0.718
S (5.750, -2.462, 5.371)  1.093
O (4.666, -2.849, 4.503)  -0.603
C (6.032, -0.706, 5.178)  -0.250
C (7.545, -0.570, 5.117)  -0.891
C (8.027, -1.713, 4.214)  -0.070
C (7.316, -2.997, 4.667)  -0.910
H (5.573, -0.174, 6.009)  0.572
H (5.570, -0.404, 4.237)  -0.133
H (7.837, 0.406, 4.728)  0.287
H (7.974, -0.675, 6.117)  0.444
H (7.750, -1.496, 3.182)  -0.044
H (9.110, -1.827, 4.256)  0.437
H (7.112, -3.668, 3.836)  0.411
H (7.866, -3.525, 5.443)  0.370
O (5.855, 9.537, 0.157)  -0.650
S (4.792, 8.979, 0.952)  1.139
O (3.661, 9.776, 1.348)  -0.659
C (4.221, 7.473, 0.169)  -0.797
C (5.110, 6.382, 0.755)  -0.457
C (5.215, 6.687, 2.256)  -0.568
C (5.510, 8.185, 2.399)  -0.705
H (4.306, 7.575, -0.910)  0.416
H (3.179, 7.331, 0.451)  0.377
H (4.697, 5.391, 0.572)  0.234
H (6.102, 6.424, 0.299)  0.310
H (4.267, 6.448, 2.742)  0.319
H (5.988, 6.088, 2.736)  0.322
H (5.059, 8.614, 3.291)  0.375
H (6.578, 8.391, 2.389)  0.368
O (-1.939, -6.342, -7.246)  -0.590
S (-3.023, -6.002, -8.132)  1.109
O (-2.866, -6.066, -9.561)  -0.698
C (-4.472, -6.934, -7.645)  -0.800
C (-5.158, -6.050, -6.608)  -0.164
C (-5.094, -4.621, -7.164)  -0.588
C (-3.661, -4.386, -7.660)  -0.610
H (-4.163, -7.903, -7.259)  0.441
H (-5.092, -7.063, -8.531)  0.356
H (-6.183, -6.370, -6.428)  0.376
H (-4.617, -6.103, -5.660)  -0.073
H (-5.793, -4.524, -7.997)  0.323
H (-5.372, -3.882, -6.414)  0.283
H (-3.623, -3.730, -8.526)  0.362
H (-3.020, -3.995, -6.872)  0.308
O (7.898, -0.860, 1.086)  -0.620
S (8.453, 0.250, 0.353)  1.082
O (9.103, 0.058, -0.915)  -0.730
C (7.188, 1.507, 0.202)  -0.837
C (7.354, 2.361, 1.455)  0.592
C (8.867, 2.555, 1.636)  -0.855
C (9.530, 1.183, 1.454)  -0.558
H (6.214, 1.030, 0.124)  0.353
H (7.401, 2.079, -0.701)  0.394
H (6.831, 3.311, 1.360)  0.014
H (6.942, 1.834, 2.321)  -0.326
H (9.238, 3.247, 0.878)  0.367
H (9.107, 2.978, 2.610)  0.391
H (10.515, 1.252, 1.002)  0.433
H (9.592, 0.637, 2.395)  0.204
O (-8.042, 2.556, -3.738)  -0.686
S (-7.313, 1.656, -4.598)  1.307
O (-5.887, 1.495, -4.470)  -0.703
C (-8.103, 0.053, -4.544)  -0.699
C (-9.155, 0.115, -5.648)  -0.600
C (-8.471, 0.796, -6.842)  -0.568
C (-7.735, 2.031, -6.306)  -0.753
H (-8.518, -0.111, -3.552)  0.397
H (-7.340, -0.695, -4.761)  0.347
H (-9.522, -0.878, -5.903)  0.351
H (-10.005, 0.714, -5.317)  0.305
H (-7.755, 0.107, -7.293)  0.285
H (-9.188, 1.073, -7.613)  0.320
H (-6.820, 2.238, -6.854)  0.362
H (-8.373, 2.912, -6.301)  0.358

Computed properties:
* net charge: 0
* gap between HOMO and LUMO: 0.33210 hartree
* largest force on an atom: 1.49 eV/A
* multiplicity: 1


Formula: C5H14N2O
Source: OMol25
Level of theory: the ωB97M-V functional and the def2-TZVPD basis

Last column: natural (NBO) charge in e.
CARTESIAN COORDINATES (ANGSTROEM)
H (3.654, -0.501, -0.899)  0.332
N (3.224, -0.959, -0.104)  -0.677
C (2.070, -0.579, 0.194)  0.286
N (1.331, 0.450, -0.396)  -0.649
C (-0.061, 0.617, 0.035)  -0.227
C (-1.023, -0.450, -0.518)  -0.423
C (-1.431, -1.525, 0.487)  -0.393
C (-2.432, -0.988, 1.506)  -0.605
H (1.546, -1.035, 1.030)  0.152
H (1.381, 0.518, -1.402)  0.374
H (-0.386, 1.603, -0.305)  0.213
H (-0.081, 0.577, 1.117)  0.197
H (-1.925, -0.029, -0.955)  0.206
H (-0.519, -0.929, -1.359)  0.203
H (-1.899, -2.354, -0.046)  0.204
H (-0.565, -1.932, 0.996)  0.194
H (-1.982, -0.124, 2.020)  0.196
H (-3.346, -0.650, 1.015)  0.204
H (-2.676, -1.741, 2.258)  0.213
O (1.640, 3.690, -1.467)  -0.952
H (1.901, 3.006, -0.847)  0.483
H (1.577, 3.335, -2.359)  0.469

Computed properties:
* net charge: 0
* energy relative to the best compared isomer or geometry (same formula, charge and spin): 161.13 kJ/mol
* gap between HOMO and LUMO: 0.36908 hartree
* largest force on an atom: 1.20 eV/A
* multiplicity: 1


Formula: C31H37BINO8P
Source: OMol25
Level of theory: the ωB97M-V functional and the def2-TZVPD basis

Last column: Mulliken charge in e.
CARTESIAN COORDINATES (ANGSTROEM)
C (3.321, 5.289, -0.756)  -1.488
C (2.207, 4.350, -0.295)  -1.316
C (2.139, 3.052, -1.099)  1.653
C (1.603, 3.386, -2.524)  -1.577
C (1.255, 2.002, -0.451)  0.873
C (0.413, 2.358, 0.598)  -1.050
C (-0.390, 1.398, 1.187)  0.062
C (-0.406, 0.080, 0.745)  0.350
C (0.435, -0.310, -0.308)  1.500
C (0.414, -1.742, -0.777)  -0.820
B (-0.725, -2.062, -1.813)  0.711
O (-0.903, -3.381, -2.189)  -0.575
O (-1.544, -1.098, -2.386)  -0.545
C (1.267, 0.659, -0.890)  0.154
C (2.210, 0.236, -2.000)  -1.198
C (3.365, -0.667, -1.488)  -1.299
C (4.735, -0.022, -1.574)  1.073
C (5.220, 0.135, -3.024)  -1.463
C (5.733, -0.932, -0.797)  -1.524
C (-1.339, -0.842, 1.437)  0.005
O (-2.007, -1.655, 0.829)  -0.593
C (-1.417, -0.647, 2.919)  0.016
C (-1.506, -1.703, 3.834)  -0.534
C (-1.568, -3.145, 3.416)  -1.186
C (-0.209, -3.649, 3.019)  0.193
O (0.358, -4.527, 3.604)  -0.522
C (-1.524, -1.372, 5.190)  0.010
C (-1.460, -0.058, 5.638)  1.342
P (-1.421, 0.434, 7.404)  0.063
O (-2.960, 0.928, 7.605)  -0.407
I (-1.312, -1.759, 8.574)  -0.243
C (-1.404, 1.002, 4.717)  -0.274
C (-1.307, 2.441, 5.254)  0.036
O (-0.149, 2.886, 5.340)  -0.747
O (-2.388, 2.942, 5.603)  -0.738
C (-1.385, 0.688, 3.361)  0.931
C (-1.287, 1.751, 2.323)  -0.346
O (-1.892, 2.784, 2.366)  -0.564
H (4.262, 5.107, -0.246)  0.328
H (3.464, 5.293, -1.834)  0.359
H (3.041, 6.308, -0.489)  0.433
H (1.260, 4.879, -0.399)  0.421
H (2.322, 4.171, 0.771)  0.532
H (3.160, 2.689, -1.216)  -0.257
H (2.317, 3.078, -3.283)  0.308
H (1.467, 4.459, -2.637)  0.524
H (0.641, 2.919, -2.712)  0.307
H (0.337, 3.359, 0.989)  0.655
H (1.369, -2.087, -1.155)  0.173
H (0.197, -2.374, 0.079)  -0.514
H (-0.999, -3.444, -3.147)  0.284
H (-2.302, -0.953, -1.808)  0.268
H (1.624, -0.311, -2.739)  0.407
H (2.620, 1.096, -2.508)  0.197
H (3.360, -1.624, -2.008)  0.494
H (3.182, -0.890, -0.438)  0.543
H (4.749, 0.939, -1.061)  0.037
H (6.303, 0.111, -3.093)  0.468
H (4.871, 1.076, -3.443)  0.284
H (4.851, -0.707, -3.609)  0.301
H (5.868, -0.608, 0.231)  0.337
H (5.311, -1.938, -0.756)  0.341
H (6.689, -1.022, -1.302)  0.381
H (-1.953, -3.792, 4.198)  0.460
H (-2.210, -3.267, 2.547)  0.354
H (0.285, -3.189, 2.148)  0.312
H (-1.577, -2.197, 5.886)  -0.077
H (-2.885, 1.841, 7.910)  0.356
C (-6.391, -3.241, -3.362)  -1.243
C (-5.632, -1.921, -3.286)  -0.170
C (-5.055, -1.485, -4.638)  -0.371
C (-4.106, -2.476, -5.147)  0.262
N (-3.346, -3.252, -5.511)  -0.495
H (-5.736, -4.059, -3.663)  0.349
H (-6.807, -3.497, -2.388)  0.357
H (-7.214, -3.180, -4.076)  0.303
H (-4.823, -2.011, -2.559)  0.061
H (-6.301, -1.138, -2.925)  0.349
H (-4.534, -0.533, -4.540)  0.291
H (-5.853, -1.359, -5.372)  0.324

Computed properties:
* net charge: -1
* gap between HOMO and LUMO: 0.25821 hartree
* largest force on an atom: 1.56 eV/A
* multiplicity: 1


- What is the largest force on an atom in the second record?
  1.49 eV/A


- Which formula does entry 4 have?
  C31H37BINO8P